This record from the OMol25 dataset describes a 2-piece molecular cluster, C11H18 overall in a non-equilibrium geometry. The level of theory is ωB97M-V/def2-TZVPD.

- SMILES string: CCc1ccccc1.CCC
- Lowest unoccupied orbital energy: 0.9 eV
- Energy relative to the best compared isomer or geometry (same formula, charge and spin): 19.3 kcal per mole
- E: -429.90991 a.u.

Geometry as XYZ:
```
29
Properties=species:S:1:pos:R:3:nbo_charge:R:1
C 1.7478 -1.1399 -2.8329 -0.604
C -1.4484 1.7287 0.6730 -0.615
C -2.0795 2.9387 -0.0369 -0.396
C 1.7493 -1.2487 1.9555 -0.196
C 0.4899 -1.8164 2.1424 -0.228
C -0.4285 -1.8025 1.1026 -0.194
C -0.0981 -1.2594 -0.1276 -0.223
C 2.0461 -0.6361 0.7340 -0.221
C -3.4452 2.6104 -0.6788 -0.606
C 1.1729 -0.7320 -0.3339 -0.013
C 1.5299 -0.1134 -1.6469 -0.418
H 1.3553 -2.1265 -2.5986 0.212
H 1.3020 -0.6453 -3.6869 0.208
H -0.8781 -1.2014 -0.8718 0.213
H 2.5030 -1.3143 2.7256 0.211
H -4.1960 2.5316 0.0984 0.204
H 3.0684 -0.2892 0.6503 0.210
H 2.4274 0.4942 -1.5640 0.211
H 0.7173 0.4980 -2.0420 0.207
H -0.3746 1.7259 0.4696 0.211
H -3.6119 3.3812 -1.4388 0.206
H -3.4248 1.7128 -1.3040 0.197
H -1.6690 1.6798 1.7391 0.207
H -2.2665 3.7460 0.6679 0.199
H 0.2904 -2.3636 3.0548 0.211
H -1.3783 3.2274 -0.8199 0.192
H -1.7513 0.7771 0.2438 0.201
H -1.4473 -2.0730 1.3580 0.210
H 2.8011 -1.3678 -3.0210 0.206
```


This record from the OMol25 dataset describes a 2-piece molecular cluster, C11H18 overall in a non-equilibrium geometry. The level of theory is ωB97M-V/def2-TZVPD.

- SMILES string: Cc1ccccc1.CC(C)C
- Lowest unoccupied orbital energy: 0.9 eV
- Energy relative to the best compared isomer or geometry (same formula, charge and spin): 64.0 kcal per mole
- E: -429.83860 a.u.

Geometry as XYZ:
```
29
Properties=species:S:1:pos:R:3:nbo_charge:R:1
C -1.7252 0.3064 0.1329 -0.192
C -0.6585 -1.1595 -1.5172 -0.050
C -1.0250 1.1308 -2.0519 -0.203
C -0.1265 -2.4984 -1.7884 -0.641
C 2.5490 -0.2790 2.1551 -0.633
C -0.3833 -0.0776 -2.3295 -0.200
C -1.3261 -0.9867 -0.3128 -0.212
C 1.5288 1.3744 0.6842 -0.613
C -1.5951 1.3033 -0.8401 -0.230
C 0.2884 0.7159 2.7833 -0.594
C 1.1723 0.2647 1.6456 -0.248
H 0.9128 0.8373 3.6847 0.204
H -0.5567 -0.0976 3.1714 0.195
H 3.2516 0.5187 2.4100 0.223
H 2.1793 0.8242 0.0036 0.203
H 2.3567 -0.5110 3.2540 0.201
H 0.8792 -2.5922 -1.1191 0.226
H 2.2024 2.1186 1.0419 0.194
H 2.7666 -1.2429 1.6486 0.226
H -1.6236 -1.8033 0.2917 0.209
H 0.8324 1.9560 0.0922 0.217
H 0.6536 -0.4658 0.9361 0.221
H -0.8130 -3.2936 -1.3490 0.214
H -2.1665 0.4471 1.0895 0.219
H -2.0651 2.2291 -0.5100 0.209
H -0.2599 -2.9208 -2.7236 0.231
H -0.8962 1.8925 -2.7315 0.208
H -0.1719 1.6073 2.5992 0.202
H 0.3258 -0.0701 -3.1571 0.215
```


This record from the OMol25 dataset describes C11H18AlI2P2 as an isolated structure. The level of theory is ωB97M-V/def2-TZVPD.

- Total charge: +3
- Lowest unoccupied orbital energy: -12.1 eV
- Energy relative to the best compared isomer or geometry (same formula, charge and spin): 16.6 kcal per mole
- E: -1949.46117 a.u.

Geometry as XYZ:
```
34
Properties=species:S:1:pos:R:3:nbo_charge:R:1
I 2.7295 0.2644 0.0338 0.482
I 0.2644 2.7295 0.0338 0.482
P -0.0659 -2.4832 -0.0406 0.856
P -2.4832 -0.0658 -0.0406 0.856
Al -0.0749 -0.0749 -0.0594 1.090
C -3.2468 0.1541 -1.6714 -0.938
C -3.3889 -4.3697 1.3237 -0.147
C -2.7689 -1.7708 0.5069 -0.395
C -4.3696 -3.3889 1.3237 -0.147
C -3.2891 1.0970 1.0904 -0.944
C 2.3839 2.3839 0.0487 -0.665
C -1.7708 -2.7689 0.5069 -0.395
C -2.0981 -4.0589 0.9198 -0.104
C -4.0589 -2.0981 0.9199 -0.104
C 1.0969 -3.2891 1.0904 -0.944
C 0.1541 -3.2468 -1.6714 -0.938
H -4.8370 -1.3440 0.9305 0.228
H 0.9805 -4.3711 1.0084 0.295
H -3.1376 1.1863 -2.0081 0.279
H -3.6248 -5.3776 1.6392 0.269
H -5.3774 -3.6250 1.6392 0.269
H 1.1863 -3.1376 -2.0081 0.279
H -4.3711 0.9806 1.0083 0.295
H 2.7974 2.7974 0.9635 0.283
H -3.0457 2.1216 0.8036 0.269
H 2.8174 2.8174 -0.8473 0.282
H -2.9867 0.9239 2.1227 0.285
H 0.9239 -2.9867 2.1227 0.285
H -2.8079 -0.5184 -2.4079 0.273
H -0.0739 -4.3110 -1.5797 0.295
H 2.1215 -3.0457 0.8036 0.269
H -0.5184 -2.8079 -2.4079 0.273
H -1.3440 -4.8370 0.9305 0.228
H -4.3110 -0.0738 -1.5797 0.295
```


This record from the OMol25 dataset describes C11H18B2CsF4N8O4S as an isolated structure in a non-equilibrium geometry. The level of theory is ωB97M-V/def2-TZVPD.

- Total charge: +1
- Lowest unoccupied orbital energy: -6.4 eV
- E: -2036.36307 a.u.

Geometry as XYZ:
```
49
Properties=species:S:1:pos:R:3:nbo_charge:R:1
Cs -0.7284 -0.5660 -2.5669 0.968
S -2.8304 -2.7129 -1.1279 -0.368
F 1.1441 -1.5528 -0.0464 -0.541
F 2.3616 -1.8608 1.8840 -0.496
F -1.7091 1.8054 -2.7317 -0.557
F -2.3448 4.0208 -2.8841 -0.488
O 2.5260 0.2033 0.8087 -0.478
O -0.2443 3.5572 -2.0243 -0.481
O 0.5931 -0.3164 1.9369 -0.360
O -2.1017 3.0434 -0.7407 -0.362
N -2.8132 -5.4167 -0.8871 -0.366
N -1.5349 2.1004 -0.1035 0.085
N -0.1967 0.3968 1.2426 0.091
N 0.4791 2.6530 -1.3826 -0.043
N 1.8865 1.0170 -0.0169 -0.042
N -0.8753 -4.6612 -1.2067 -0.231
N 0.1865 -3.7830 -1.4469 -0.640
N -2.0015 -6.5142 -0.8773 -0.242
C -2.5310 3.2120 1.9052 -0.695
C 1.5948 3.1383 -0.9019 0.214
C -2.1742 -4.2561 -1.0871 0.239
C 0.4392 -6.8169 -1.1401 -0.671
C -1.6599 2.2035 1.2403 0.198
C -0.9169 1.2887 3.4686 -0.697
C 2.0219 4.5415 -1.1725 -0.690
C -0.8162 -6.0320 -1.0635 0.349
C -0.9064 1.2831 1.9782 0.205
C 2.3781 2.2174 -0.0962 0.217
C 3.6459 2.6549 0.5623 -0.696
B -1.6458 3.0883 -2.2290 1.283
B 1.7038 -1.0072 1.0819 1.281
H 0.9035 -6.7290 -2.1242 0.234
H 2.9214 4.8075 -0.6287 0.235
H 4.0702 1.8566 1.1603 0.264
H -3.8042 -5.5124 -0.7466 0.435
H -2.9793 3.8902 1.1882 0.268
H -1.9214 1.0630 3.8337 0.259
H 2.2034 4.6685 -2.2416 0.263
H -1.9545 3.7859 2.6328 0.251
H 4.3755 2.9563 -0.1919 0.251
H 1.2158 5.2310 -0.9185 0.259
H 0.2025 -7.8629 -0.9665 0.268
H -0.6599 2.2813 3.8424 0.250
H -3.3236 2.7032 2.4587 0.259
H 0.9718 -4.3226 -1.7901 0.375
H 0.4534 -3.3437 -0.5700 0.395
H -0.2235 0.5624 3.8761 0.267
H 1.1558 -6.4874 -0.3865 0.238
H 3.4630 3.5235 1.1969 0.243
```


This record from the OMol25 dataset describes C11H18Cl4OTc as an isolated structure in a non-equilibrium geometry. The level of theory is ωB97M-V/def2-TZVPD.

- Multiplicity: 4
- Total charge: -2
- <S²>: 3.778
- Lowest unoccupied orbital energy (alpha / beta): 5.2 / 5.1 eV
- E: -2426.81865 a.u.

Geometry as XYZ:
```
35
Properties=species:S:1:pos:R:3:nbo_charge:R:1
Tc -0.5825 -1.8166 1.3605 1.130
Cl -2.7080 -3.2680 3.3523 -0.110
Cl -2.4705 -0.4805 1.5027 -0.441
Cl 0.5476 -0.3828 2.7051 -0.433
Cl 1.3570 -3.1476 1.2549 -0.512
O -0.9276 -2.4775 -0.4244 -0.955
C 1.8798 -0.9215 -1.6324 -0.622
C 2.8732 1.4049 0.2221 -0.619
C 0.3469 1.9779 0.1298 -0.154
C -0.7696 1.5227 -0.6292 -0.053
C -0.3663 0.3841 -1.3778 -0.154
C -1.2268 -0.3729 -2.2913 -0.625
C -2.1113 2.1184 -0.6326 -0.633
C 1.0242 0.1550 -1.1107 -0.154
C -1.2740 -3.4803 2.3533 -0.592
C 1.4743 1.1827 -0.2359 -0.124
C 0.3375 3.0695 1.1335 -0.615
H 2.6466 -1.2171 -0.9028 0.202
H -2.1480 2.9948 -1.2908 0.161
H -2.8536 1.4120 -1.0160 0.197
H -0.6351 -3.3875 -0.6561 0.460
H 0.7284 3.9913 0.6839 0.162
H -1.1528 -0.0089 -3.3240 0.154
H 3.2170 2.4065 -0.0820 0.169
H 0.9771 2.8339 1.9964 0.194
H -0.4999 -3.8670 3.0366 0.216
H -2.2652 -0.2763 -1.9913 0.194
H -2.4195 2.4451 0.3689 0.192
H 2.3961 -0.5994 -2.5543 0.158
H -0.9975 -1.4396 -2.2650 0.226
H -1.5319 -4.2434 1.5894 0.199
H 2.9744 1.3586 1.3192 0.188
H 1.2950 -1.8157 -1.8479 0.207
H 3.5430 0.6629 -0.2294 0.193
H -0.6781 3.2823 1.4852 0.193
```


This record from the OMol25 dataset describes C11H18ClHfO3RhS as an isolated structure in a non-equilibrium geometry. The level of theory is ωB97M-V/def2-TZVPD.

- Multiplicity: 5
- <S²>: 6.066
- Lowest unoccupied orbital energy (alpha / beta): 0.1 / -3.2 eV
- Energy relative to the best compared isomer or geometry (same formula, charge and spin): 0.0 kcal per mole
- E: -1672.35324 a.u.

Geometry as XYZ:
```
36
Properties=species:S:1:pos:R:3:nbo_charge:R:1
Hf 0.5518 0.9785 -1.5844 2.017
Rh -0.3120 -0.2143 0.5053 0.728
Cl 2.3776 -0.4596 -1.8848 -0.456
S -1.3228 -2.6789 0.1085 2.333
O -2.0555 -1.4189 0.5357 -0.988
O 0.1003 -2.2084 -0.1284 -0.953
O -1.9136 -3.4207 -0.9627 -0.891
C 1.2527 0.4787 1.4751 -0.849
C -1.8195 -4.3829 3.7388 -0.152
C -0.8198 0.7880 -3.3012 -1.299
C 1.4849 2.9496 -1.6272 -1.281
C -0.7292 1.5775 0.1692 -0.794
C -0.2148 -4.7383 1.4707 -0.190
C -0.1577 -5.6465 2.5256 -0.216
C -1.0107 -5.5233 3.6334 0.012
C -1.1399 -3.6941 1.5488 -0.303
C -1.0771 -6.6059 4.6802 -0.643
C -1.9117 -3.4683 2.6861 -0.219
H -0.6932 -0.1469 -3.8696 0.258
H -2.4120 -4.2255 4.6389 0.209
H 1.2888 3.4590 -2.5860 0.245
H -0.3603 2.4053 0.7898 0.209
H -0.8080 -6.2287 5.6709 0.221
H -0.3902 -7.4227 4.4421 0.223
H 2.1754 -0.0546 1.2145 0.245
H -2.5851 -2.6134 2.7126 0.244
H 0.9922 0.2375 2.5183 0.220
H 0.4105 -4.8561 0.5828 0.228
H -0.6734 1.6125 -4.0195 0.245
H 1.4473 1.5569 1.4143 0.201
H -1.8733 0.8302 -2.9923 0.244
H -2.0886 -7.0214 4.7700 0.225
H 1.0630 3.5919 -0.8446 0.238
H -1.7569 1.7708 -0.2070 0.216
H 2.5793 2.9397 -1.5005 0.254
H 0.5400 -6.4860 2.4727 0.217
```